1.
{
  "formula": "C22H38BrO18",
  "method": "ωB97M-V/def2-TZVPD",
  "charge": -1,
  "homo_lumo_gap_ha": 0.261,
  "lumo_energy_ev": 1.65,
  "homo_ev": -5.46,
  "total_energy_ha": -4789.55917,
  "symbols": ["C", "C", "O", "C", "C", "C", "C", "C", "Br", "O", "C", "O", "O", "C", "C", "O", "O", "H", "H", "H", "H", "H", "H", "H", "H", "H", "H", "H", "H", "H", "H", "C", "O", "C", "O", "O", "C", "H", "H", "H", "H", "H", "H", "C", "O", "C", "O", "O", "C", "H", "H", "H", "H", "H", "H", "C", "O", "C", "O", "O", "C", "H", "H", "H", "H", "H", "H", "C", "O", "C", "O", "O", "C", "H", "H", "H", "H", "H", "H"],
  "coordinates": [[5.01421, -0.26069, 1.57235], [4.08071, -0.18726, 0.38266], [2.85287, 0.42162, 0.82040], [3.81725, -1.50113, -0.36367], [3.01884, -2.60898, 0.34325], [1.67015, -2.85464, -0.36916], [0.61638, -1.77428, -0.09503], [-0.38695, -2.15484, 1.00560], [-0.69281, -0.69341, 2.24721], [2.74762, -2.37102, 1.74117], [2.50316, -3.58660, 2.29843], [1.96255, -3.74711, 3.34854], [2.93766, -4.57583, 1.50065], [3.72869, -3.97042, 0.44209], [5.22482, -4.02712, 0.86026], [5.88446, -2.96948, 0.87162], [5.64102, -5.17115, 1.11533], [5.97542, -0.67444, 1.27934], [5.13098, 0.75026, 1.97060], [4.59173, -0.88459, 2.35812], [4.53973, 0.48410, -0.35594], [2.51181, 0.96304, 0.10540], [3.25645, -1.21967, -1.26284], [4.76547, -1.92521, -0.68887], [1.85947, -2.91774, -1.44318], [1.26647, -3.82936, -0.08304], [0.04813, -1.56193, -1.00432], [1.09606, -0.84311, 0.19794], [-0.03170, -2.98639, 1.60786], [-1.36204, -2.38831, 0.58851], [3.66626, -4.56244, -0.47064], [6.31978, -3.86809, 3.69943], [6.50095, -4.56611, 4.95434], [7.34174, -4.01352, 5.79597], [7.97610, -2.99738, 5.65277], [7.39945, -4.78270, 6.90544], [8.28155, -4.28708, 7.90468], [5.60678, -4.42160, 3.10851], [5.92451, -2.87005, 3.88430], [7.24825, -3.80202, 3.14230], [7.97065, -3.29971, 8.24430], [9.30299, -4.23030, 7.52989], [8.22689, -4.99640, 8.72705], [-0.86014, 3.28675, 2.26553], [-0.76363, 3.38755, 0.83832], [-1.73284, 4.08341, 0.26504], [-2.65637, 4.62136, 0.82446], [-1.52344, 4.09312, -1.05533], [-2.49794, 4.83544, -1.78657], [-0.00870, 2.68923, 2.57583], [-0.81148, 4.27548, 2.71807], [-1.78453, 2.78883, 2.54980], [-2.48853, 5.88320, -1.49000], [-3.49055, 4.41903, -1.62613], [-2.22586, 4.74787, -2.83433], [-9.09959, 4.80817, -4.52279], [-8.00476, 4.17421, -3.85297], [-7.79413, 4.61955, -2.61071], [-8.43613, 5.47033, -2.05290], [-6.75784, 3.95779, -2.10513], [-6.39858, 4.33778, -0.77000], [-9.13811, 4.35629, -5.50973], [-10.03134, 4.62795, -3.99007], [-8.92750, 5.87902, -4.60849], [-7.22043, 4.15195, -0.08188], [-6.11732, 5.38820, -0.73604], [-5.54625, 3.72176, -0.50060], [-3.23014, 0.15739, -6.40090], [-4.44992, 0.89461, -6.27231], [-5.15071, 0.59842, -5.17483], [-4.83564, -0.20949, -4.34100], [-6.25068, 1.34634, -5.16519], [-7.09312, 1.13529, -4.02577], [-2.77599, 0.50032, -7.32566], [-2.56912, 0.36005, -5.56056], [-3.43150, -0.91072, -6.45512], [-6.56221, 1.38130, -3.10905], [-7.43332, 0.10130, -3.99183], [-7.93621, 1.80396, -4.15076]]
}

---

2.
{
  "formula": "C2H6N4S4",
  "method": "ωB97M-V/def2-TZVPD",
  "charge": 0,
  "homo_lumo_gap_ha": 0.314,
  "lumo_energy_ev": -0.42,
  "homo_ev": -8.96,
  "total_energy_ha": -1891.53404,
  "relative_energy_kcal_mol": 3.8,
  "symbols": ["C", "C", "H", "H", "H", "H", "H", "H", "N", "N", "N", "N", "S", "S", "S", "S"],
  "coordinates": [[-1.87135, 0.31637, -0.11567], [1.76927, -0.12198, 0.07376], [-1.59325, -2.46285, -1.16416], [-2.61945, -2.06325, 0.14240], [-2.74596, -0.18374, -1.82154], [0.55161, 1.46492, 0.57785], [2.57794, 2.19124, -1.06830], [3.25451, 1.94587, 0.39683], [-2.45034, -1.92382, -0.86250], [-2.29850, -0.57081, -1.02652], [1.45685, 1.18498, 0.24299], [2.37275, 2.19994, -0.05579], [-2.12163, 1.93976, -0.25696], [-1.05239, -0.37291, 1.34063], [0.55548, -1.33477, 0.48010], [3.09491, -0.75024, -0.61995]]
}

---

3.
{
  "formula": "C18H25F13N5O",
  "method": "ωB97M-V/def2-TZVPD",
  "charge": 1,
  "homo_lumo_gap_ha": 0.271,
  "lumo_energy_ev": -4.42,
  "homo_ev": -11.81,
  "total_energy_ha": -2347.83069,
  "symbols": ["C", "C", "N", "C", "C", "C", "C", "C", "C", "C", "F", "F", "C", "F", "F", "C", "F", "F", "C", "F", "F", "C", "F", "F", "C", "F", "F", "F", "N", "C", "N", "N", "H", "H", "H", "H", "H", "H", "H", "H", "H", "H", "H", "H", "H", "H", "H", "H", "H", "H", "C", "C", "O", "N", "C", "H", "H", "H", "H", "H", "H", "H"],
  "coordinates": [[-3.84926, -2.79418, -3.60019], [-2.78892, -1.58251, -3.53335], [-2.28495, -1.23269, -4.70692], [-2.36415, -0.91419, -2.15249], [-2.77038, 0.62544, -1.99767], [-2.73023, 1.07760, -0.44540], [-1.20835, 1.12082, 0.00639], [-0.98139, 1.26073, 1.59448], [0.41200, 0.54774, 1.92426], [0.29927, -0.87837, 2.60373], [1.49448, -1.10667, 3.31155], [-0.71976, -0.77397, 3.60694], [-0.15195, -2.07101, 1.65129], [-0.37162, -3.19405, 2.50342], [-1.41559, -1.74086, 1.13027], [0.91729, -2.55078, 0.57662], [2.00971, -3.07660, 1.31953], [1.45028, -1.53313, -0.23454], [0.44953, -3.72895, -0.38933], [-0.80592, -3.47643, -1.01999], [0.24736, -4.93455, 0.32949], [1.46053, -4.02923, -1.60578], [1.34219, -3.05208, -2.63824], [2.80610, -4.03278, -1.23352], [1.18508, -5.44002, -2.32994], [2.02120, -5.43762, -3.47615], [1.63049, -6.53591, -1.56877], [-0.11095, -5.58725, -2.80619], [-0.48618, 2.20810, -0.78888], [-0.57518, 1.71197, -2.17749], [0.50730, 1.41466, -2.91838], [-1.89584, 1.59065, -2.73330], [-4.90411, -2.47134, -3.33979], [-3.83767, -3.23505, -4.66000], [-3.42981, -3.61248, -2.92417], [-1.59506, -0.47837, -4.55263], [-1.23381, -0.99776, -2.06453], [-2.89297, -1.50805, -1.32602], [-3.84403, 0.74186, -2.37618], [-3.38276, 0.39402, 0.18542], [-3.11532, 2.16145, -0.41965], [-0.69787, 0.13940, -0.31963], [-1.88992, 0.79543, 2.08798], [-0.99704, 2.37159, 1.89092], [0.94509, 1.22474, 2.68675], [1.04655, 0.59162, 0.98476], [0.51530, 2.06517, -0.54679], [0.55763, 0.54435, -3.47370], [1.33810, 2.01954, -2.96527], [-1.88213, 1.43386, -3.74939], [2.48603, 3.52893, 4.75398], [2.95366, 3.72118, 3.33647], [2.94622, 2.80883, 2.51543], [3.39494, 4.95625, 2.97776], [3.47832, 6.14664, 3.79910], [2.16448, 2.49701, 4.89412], [3.30251, 3.73357, 5.44916], [1.63918, 4.18636, 4.96205], [3.69314, 5.01331, 2.01463], [2.86726, 6.92607, 3.33924], [4.51898, 6.47616, 3.82356], [3.13292, 5.97180, 4.81498]]
}

---

4.
{
  "formula": "C15H13BaNOS",
  "method": "ωB97M-V/def2-TZVPD",
  "charge": 2,
  "homo_lumo_gap_ha": 0.183,
  "lumo_energy_ev": -7.78,
  "homo_ev": -12.75,
  "total_energy_ha": -1132.54390,
  "symbols": ["C", "C", "C", "C", "C", "C", "C", "N", "C", "C", "C", "C", "C", "O", "C", "C", "C", "S", "H", "H", "H", "H", "H", "H", "H", "H", "H", "H", "H", "H", "H", "Ba"],
  "coordinates": [[-1.44383, -4.89632, -0.90679], [-0.43208, -3.79955, -0.75340], [0.82536, -4.06407, -0.21834], [1.77022, -3.06567, -0.07335], [1.47641, -1.77795, -0.49508], [0.22778, -1.49900, -1.02267], [-0.72415, -2.49774, -1.13933], [-0.05910, -0.16732, -1.43195], [0.33206, 0.87616, -0.62935], [-0.46568, 2.00705, -0.44029], [0.00682, 3.09253, 0.29316], [-0.84685, 4.34491, 0.43731], [-1.83757, 3.90926, 1.42199], [-1.67439, 4.08422, 2.64504], [1.27142, 3.02776, 0.89363], [2.07354, 1.89681, 0.71289], [1.62700, 0.82719, -0.04103], [2.69902, -0.50061, -0.42100], [-1.08153, -5.65289, -1.60017], [-1.60804, -5.39231, 0.04969], [-2.39955, -4.51707, -1.25608], [1.06608, -5.07310, 0.08692], [2.74665, -3.28041, 0.33873], [-1.69896, -2.27233, -1.55576], [-0.97715, -0.06444, -1.83955], [-1.42911, 2.06556, -0.93223], [-1.31219, 4.63325, -0.50481], [-0.24915, 5.16653, 0.82819], [-2.70407, 3.33297, 1.08639], [1.67413, 3.91081, 1.38972], [3.07797, 1.87117, 1.11392], [0.06895, 3.47459, 3.96361]]
}

---

5.
{
  "formula": "BrHgO2V",
  "method": "ωB97M-V/def2-TZVPD",
  "charge": 2,
  "homo_lumo_gap_ha": 0.129,
  "lumo_energy_ev": -13.86,
  "homo_ev": -17.37,
  "total_energy_ha": -3820.93268,
  "relative_energy_kcal_mol": 21.7,
  "symbols": ["Hg", "O", "V", "O", "Br"],
  "coordinates": [[-11.22709, 12.06827, 5.82579], [-15.22798, 5.30773, 9.01430], [-13.79000, 5.13525, 8.38906], [-12.68770, 5.79838, 9.61451], [-12.53043, 7.68859, 5.00488]]
}

---

6.
{
  "formula": "CClN",
  "method": "ωB97M-V/def2-TZVPD",
  "charge": 0,
  "multiplicity": 3,
  "homo_lumo_gap_ha": [0.212, 0.289],
  "lumo_energy_ev": [0.45, -3.98],
  "homo_ev": [-5.32, -11.85],
  "total_energy_ha": -552.77399,
  "relative_energy_kcal_mol": 47.9,
  "symbols": ["C", "N", "Cl"],
  "coordinates": [[0.10417, -0.07706, -0.08591], [0.87060, -0.64398, -0.71792], [-0.97477, 0.72104, 0.80383]]
}